A cluster of 13 separate species, C52H143N13O13 in total, computed with ωB97M-V with the def2-TZVPD basis set.

XYZ file:
```
221
Properties=species:S:1:pos:R:3:forces:R:3
C -0.844 2.994 -3.045 1.25 0.23 -1.08
C -2.173 2.558 -3.591 0.06 -0.83 1.65
C -2.373 0.995 -3.551 0.49 0.48 -2.28
O -1.231 0.310 -4.149 -0.20 0.18 0.62
C -1.547 -1.055 -4.494 -0.96 1.07 0.93
N -3.113 3.165 -2.666 -1.37 -0.67 0.48
H -0.670 4.040 -3.297 -0.12 0.27 0.00
H -0.061 2.453 -3.576 0.30 -0.15 0.33
H -0.743 2.935 -1.961 -0.19 -0.50 -0.10
H -2.317 2.897 -4.617 0.22 -0.18 -0.22
H -3.174 0.813 -4.267 -0.58 -0.07 0.00
H -2.742 0.595 -2.606 0.65 0.00 0.46
H -0.684 -1.658 -4.777 0.16 0.43 0.23
H -2.286 -1.080 -5.294 0.09 0.11 -0.41
H -2.076 -1.466 -3.633 0.36 -0.52 0.02
H -4.047 2.796 -2.777 -0.26 -0.05 -0.10
H -3.192 4.171 -2.716 0.36 0.13 -0.29
C 2.383 2.724 -1.308 -0.69 0.19 -0.07
C 2.285 3.480 0.023 0.21 0.39 0.15
C 1.310 4.698 0.127 0.47 -1.46 0.11
O 1.148 5.053 1.519 0.37 0.55 -1.80
C 0.090 5.974 1.684 -0.40 -0.74 1.39
N 1.985 2.493 1.039 -0.12 -0.16 1.00
H 1.472 2.142 -1.449 -0.03 -0.21 0.04
H 3.231 2.042 -1.249 -0.04 -0.06 0.00
H 2.481 3.295 -2.231 0.17 0.49 0.28
H 3.300 3.816 0.233 0.06 0.44 0.15
H 0.331 4.370 -0.223 -0.25 0.04 -0.32
H 1.692 5.484 -0.525 -0.10 0.53 0.27
H -0.044 5.957 2.765 -0.10 0.60 0.11
H -0.856 5.594 1.301 -0.10 -0.17 -0.49
H 0.215 6.998 1.330 0.55 -0.03 -0.20
H 1.024 2.191 0.963 -0.05 -0.44 -0.77
H 1.890 2.967 1.926 0.74 0.32 0.42
C -3.448 7.789 -1.023 -1.30 -1.11 -0.34
C -2.150 7.331 -1.642 -0.09 0.12 0.76
C -2.259 7.164 -3.175 0.41 -0.08 0.79
O -2.911 5.930 -3.595 0.55 1.78 0.62
C -2.624 5.630 -4.948 0.43 0.13 0.17
N -1.115 8.314 -1.327 0.57 0.10 -0.95
H -4.200 7.051 -1.304 -0.22 -0.18 -0.18
H -3.854 8.720 -1.419 0.48 0.28 0.13
H -3.513 7.737 0.064 0.53 0.46 0.04
H -1.843 6.392 -1.183 -0.34 -0.52 -0.15
H -1.241 7.246 -3.556 0.22 -0.52 -0.26
H -2.720 8.096 -3.502 -0.68 -0.22 -0.57
H -2.685 6.521 -5.572 -0.63 -0.03 -0.20
H -3.277 4.808 -5.241 -0.08 0.33 -0.20
H -1.588 5.312 -5.068 0.24 -0.29 0.16
H -0.222 7.849 -1.407 0.30 0.24 0.02
H -1.162 8.723 -0.405 -0.38 -0.20 0.05
C 0.012 -5.376 2.255 -0.11 -0.15 -0.28
C -0.392 -5.748 0.828 1.01 0.05 -0.66
C 0.373 -6.992 0.358 0.76 -1.51 0.04
O 0.232 -7.362 -1.029 -0.24 0.12 0.17
C 1.053 -8.441 -1.500 0.17 0.68 0.60
N -1.802 -5.963 0.738 -0.48 -0.08 0.16
H -0.293 -6.151 2.959 0.41 -0.44 -0.05
H -0.542 -4.526 2.653 0.01 0.26 -0.47
H 1.083 -5.177 2.291 -0.03 -0.10 0.33
H -0.141 -4.955 0.123 0.14 0.38 0.12
H -0.009 -7.829 0.941 -0.27 -0.30 0.29
H 1.441 -7.022 0.575 0.30 0.69 0.12
H 1.008 -9.362 -0.918 -0.42 0.05 0.42
H 2.088 -8.102 -1.452 0.21 -0.09 -0.33
H 0.754 -8.702 -2.515 0.01 0.37 0.02
H -2.075 -5.990 -0.234 -0.42 -0.25 -0.07
H -1.962 -6.896 1.091 -0.48 -0.25 0.11
C 3.053 -3.051 -4.856 -2.22 -0.94 -0.29
C 3.809 -1.788 -4.949 -0.11 0.72 0.68
C 2.917 -0.511 -4.539 1.73 0.65 -1.14
O 3.713 0.706 -4.929 -0.06 -1.38 0.06
C 2.999 1.923 -4.818 -1.51 -1.54 -0.12
N 4.971 -1.961 -4.118 0.75 0.96 -0.38
H 2.731 -3.313 -3.848 -0.04 0.27 0.23
H 3.506 -3.961 -5.249 0.62 0.37 -0.10
H 2.166 -2.893 -5.469 -0.52 -0.36 0.06
H 4.145 -1.742 -5.985 -0.11 0.76 -0.11
H 2.699 -0.455 -3.472 0.43 -0.22 0.34
H 1.931 -0.500 -5.002 0.01 0.07 -0.62
H 3.541 2.840 -5.049 0.61 -0.42 0.52
H 2.485 1.862 -3.859 0.18 0.92 0.33
H 2.184 1.897 -5.542 -0.31 0.12 -0.34
H 4.666 -1.963 -3.155 -0.11 -0.19 0.54
H 5.471 -1.089 -4.217 0.64 0.15 0.18
C -3.751 4.799 0.941 1.15 -0.21 -1.43
C -5.086 4.042 0.964 1.61 2.19 0.40
C -5.002 2.569 0.756 -1.16 0.06 -1.22
O -6.373 2.156 0.744 1.20 1.49 0.40
C -6.476 0.806 0.693 -1.03 -1.39 -0.63
N -5.521 4.398 2.262 -1.51 -0.16 2.15
H -3.799 5.860 1.183 -0.67 -0.19 0.22
H -3.240 4.781 -0.022 -0.01 -0.29 -0.34
H -3.024 4.373 1.632 -0.12 -0.26 0.32
H -5.801 4.552 0.318 0.15 -0.53 -0.72
H -4.456 2.015 1.520 0.17 0.19 0.37
H -4.574 2.338 -0.219 0.27 -0.15 -0.21
H -6.040 0.378 -0.210 0.16 -0.03 -0.44
H -7.554 0.660 0.638 0.05 -0.79 0.31
H -5.983 0.281 1.511 -0.19 -0.02 0.51
H -6.454 4.049 2.431 -0.38 -0.01 -0.02
H -4.964 3.888 2.933 0.27 0.04 0.42
C 3.558 -4.010 -0.256 0.64 -1.08 0.27
C 4.632 -2.941 -0.249 -1.32 1.27 -0.13
C 6.081 -3.284 -0.530 -0.38 -1.20 -1.09
O 6.555 -4.171 0.460 0.94 -0.21 0.43
C 7.895 -4.594 0.192 -0.24 -0.28 0.10
N 4.134 -1.870 -1.187 1.81 -0.38 1.05
H 2.638 -3.597 0.157 -0.05 0.07 -0.07
H 3.857 -4.859 0.359 -0.01 -0.08 0.24
H 3.353 -4.432 -1.240 0.05 0.30 -0.25
H 4.640 -2.529 0.760 -0.05 0.05 0.47
H 6.765 -2.444 -0.655 -0.29 0.44 0.26
H 6.111 -3.781 -1.500 0.06 -0.24 -0.39
H 8.601 -3.772 0.079 -0.17 0.38 -0.18
H 7.942 -5.231 -0.691 -0.12 0.13 -0.35
H 8.304 -5.207 0.995 -0.54 0.08 0.35
H 4.708 -1.121 -0.827 0.62 0.93 -0.95
H 3.248 -1.512 -0.861 -0.98 -0.47 0.06
C -0.748 -5.221 -3.412 0.33 0.88 -1.07
C -2.009 -5.222 -2.596 0.06 0.16 -0.44
C -3.279 -4.752 -3.373 0.32 0.64 -0.45
O -3.146 -3.450 -3.968 -0.77 -0.18 0.10
C -4.414 -2.989 -4.503 1.31 -0.03 0.21
N -2.203 -6.557 -2.077 -1.27 -0.24 -0.10
H -0.840 -5.853 -4.295 -0.26 0.27 -0.40
H 0.147 -5.618 -2.934 -0.27 0.16 0.67
H -0.570 -4.173 -3.655 0.43 -0.05 -0.63
H -1.782 -4.542 -1.775 -0.53 0.21 0.31
H -4.184 -4.721 -2.767 0.11 -0.33 0.55
H -3.499 -5.381 -4.236 0.18 -0.85 0.13
H -4.144 -2.065 -5.015 -0.42 0.11 0.25
H -5.151 -2.855 -3.712 0.05 0.26 0.16
H -4.870 -3.640 -5.248 0.30 -0.48 -0.07
H -2.484 -7.129 -2.861 -0.27 -0.33 -0.08
H -1.292 -6.902 -1.811 0.13 -0.25 0.15
C -1.332 3.203 4.486 -0.45 0.30 0.06
C -2.497 4.059 5.025 -0.32 -1.29 0.80
C -3.623 3.161 5.653 0.04 -0.82 -2.29
O -4.410 2.609 4.594 -0.46 -0.39 0.25
C -5.500 1.868 5.131 -0.12 0.52 -0.07
N -2.147 4.956 6.096 0.52 0.87 0.42
H -0.835 2.594 5.241 -0.24 -0.09 0.20
H -0.543 3.791 4.018 -0.15 0.27 -0.02
H -1.761 2.559 3.718 0.16 -0.19 0.01
H -2.837 4.679 4.195 -0.50 -0.20 0.00
H -4.308 3.629 6.360 0.18 0.69 0.01
H -3.198 2.294 6.159 0.57 0.05 0.45
H -6.175 1.581 4.325 0.21 -0.09 -0.05
H -6.056 2.495 5.828 -0.24 0.24 0.03
H -5.202 1.003 5.722 0.33 -0.25 -0.20
H -2.996 5.480 6.251 0.01 0.66 0.08
H -2.090 4.426 6.954 0.52 -0.23 0.28
C 4.811 0.289 1.597 0.62 0.62 0.57
C 5.936 1.044 0.825 -0.13 -0.65 0.98
C 7.055 1.641 1.776 -1.54 0.53 0.02
O 8.061 2.374 1.062 -1.29 -0.86 -0.22
C 9.113 2.819 1.856 0.94 -0.17 -0.01
N 6.548 0.116 -0.067 0.90 -0.57 -1.11
H 4.020 -0.164 0.998 0.06 0.60 -0.45
H 4.366 0.942 2.347 -0.23 0.02 -0.09
H 5.208 -0.572 2.133 0.52 -0.01 0.18
H 5.501 1.743 0.112 -0.10 0.84 0.72
H 7.442 0.840 2.406 0.57 -0.49 -0.40
H 6.575 2.268 2.528 -0.12 0.67 -0.03
H 9.701 1.989 2.246 -0.19 -0.33 0.48
H 8.804 3.481 2.665 -0.14 0.03 0.09
H 9.846 3.326 1.228 -0.36 0.34 -0.20
H 6.804 -0.762 0.361 0.05 -0.02 0.42
H 7.409 0.585 -0.308 0.42 -0.37 -0.72
C 1.373 -0.054 3.500 0.67 1.40 0.20
C 1.772 -1.455 3.331 -0.49 -1.48 -0.39
C 1.700 -2.230 4.626 1.37 0.55 1.02
O 1.804 -3.629 4.496 -1.66 0.27 0.15
C 3.086 -4.103 4.231 -0.25 -0.26 -1.00
N 0.808 -2.026 2.408 -0.57 -0.70 -0.53
H 0.349 0.035 3.863 0.00 0.10 0.23
H 1.459 0.458 2.541 -0.10 0.13 0.00
H 2.106 0.403 4.165 -0.32 0.47 0.27
H 2.767 -1.481 2.887 0.17 -0.21 -0.06
H 0.819 -1.879 5.163 -0.63 -0.84 -0.16
H 2.491 -1.938 5.316 0.52 0.40 0.03
H 2.938 -5.142 3.937 0.32 -0.27 0.69
H 3.752 -3.937 5.078 0.23 -0.20 -0.08
H 3.465 -3.684 3.298 0.48 0.52 0.07
H 0.708 -3.023 2.534 0.70 -0.38 -0.10
H -0.112 -1.747 2.718 -0.46 0.56 0.02
C -0.093 -2.207 -0.922 0.46 0.97 -0.48
C 0.281 -0.702 -0.758 -0.39 0.40 -0.46
C -0.792 0.085 0.027 1.08 -0.68 -0.05
O -0.415 1.447 0.251 -1.01 -1.20 -0.36
C -1.491 2.170 0.790 0.28 1.77 0.00
N 1.596 -0.625 -0.153 0.05 -0.15 0.46
H 0.679 -2.658 -1.545 0.23 -0.07 0.08
H -1.015 -2.377 -1.480 -0.29 0.18 0.31
H -0.084 -2.710 0.045 -0.22 0.06 -0.02
H 0.389 -0.206 -1.723 -0.32 -0.22 -0.44
H -0.795 -0.382 1.012 -0.80 -0.22 0.16
H -1.734 0.051 -0.521 -0.30 -0.11 0.22
H -2.077 1.787 1.625 0.35 -0.96 0.10
H -2.207 2.509 0.041 0.00 -0.21 -0.40
H -1.002 3.064 1.178 -0.20 0.34 0.14
H 1.479 -1.066 0.748 0.21 -0.48 0.44
H 1.840 0.325 0.087 0.05 0.50 -0.24
C -3.716 -3.004 0.199 -0.37 1.61 0.90
C -3.093 -2.906 1.630 0.08 -1.00 -0.31
C -3.422 -1.674 2.487 -0.65 0.86 -0.40
O -2.514 -1.459 3.578 0.58 -1.14 -1.01
C -2.843 -0.493 4.536 -0.32 -0.18 0.12
N -3.501 -4.137 2.323 -0.45 1.22 0.57
H -4.795 -2.898 0.305 -0.23 -0.46 0.14
H -3.498 -3.922 -0.346 0.19 0.02 0.40
H -3.487 -2.139 -0.423 0.58 0.02 -0.15
H -2.005 -2.931 1.578 0.43 0.34 -0.49
H -4.443 -1.706 2.867 -0.24 -0.47 0.27
H -3.442 -0.789 1.851 0.37 0.32 -0.31
H -3.897 -0.573 4.800 -0.16 0.04 0.14
H -2.640 0.536 4.238 -0.01 0.09 -0.36
H -2.237 -0.709 5.416 -0.03 -0.02 0.04
H -3.025 -4.899 1.861 0.22 -0.32 0.01
H -3.090 -3.997 3.235 -0.04 -0.67 0.52
```
Positions in Å, forces in eV/Å.

Summary:
HOMO-LUMO gap, eV: 8.783
E_HOMO, eV: -8.2
Energy relative to the best compared isomer or geometry (same formula, charge and spin), eV: 3.3323